Entry 1:
Density functional theory data (ωB97M-V/def2-TZVPD) for a structure of composition C65H178N24NaO13P7 in a non-equilibrium geometry.

The geometry in XYZ format:
```
288
Properties=species:S:1:pos:R:3
Na -0.83 -2.67 0.55
O 0.27 1.50 0.48
C -0.08 0.15 0.69
O -1.29 -0.08 0.31
O 0.69 -0.68 1.17
H -0.41 2.02 0.07
C 5.97 3.62 2.73
C 4.48 3.77 2.36
N 4.16 4.70 1.25
C 4.72 6.04 1.51
C 3.75 7.06 0.89
C 4.64 4.23 -0.07
C 3.77 3.17 -0.70
H 6.49 3.19 1.87
H 6.08 2.92 3.56
H 6.32 4.60 3.05
H 4.06 2.81 2.05
H 3.91 4.17 3.20
H 4.75 6.12 2.60
H 5.71 6.16 1.05
H 4.13 8.07 1.04
H 3.64 6.90 -0.18
H 2.82 6.96 1.45
H 5.67 3.84 -0.04
H 4.70 5.15 -0.67
H 4.12 2.88 -1.69
H 2.73 3.51 -0.78
H 3.73 2.24 -0.13
C -5.14 -0.15 -4.59
C -3.90 -0.41 -5.42
N -2.62 -0.21 -4.73
C -2.42 -1.17 -3.64
C -2.39 -2.65 -4.07
C -1.53 -0.25 -5.73
C -1.40 0.97 -6.66
H -5.13 0.86 -4.17
H -5.27 -0.82 -3.73
H -6.06 -0.16 -5.19
H -3.98 -1.41 -5.87
H -3.85 0.28 -6.28
H -1.45 -0.91 -3.22
H -3.21 -1.05 -2.91
H -1.68 -2.79 -4.89
H -2.12 -3.35 -3.28
H -3.41 -2.96 -4.32
H -1.65 -1.14 -6.37
H -0.65 -0.37 -5.09
H -2.13 0.98 -7.47
H -0.41 0.90 -7.13
H -1.52 1.90 -6.09
C -4.37 5.03 4.94
C -4.69 3.51 4.84
N -3.71 2.61 5.47
C -3.79 2.64 6.92
C -2.49 2.25 7.63
C -3.65 1.26 4.90
C -4.78 0.31 5.29
H -3.34 5.20 4.63
H -4.38 5.39 5.97
H -5.11 5.53 4.32
H -5.75 3.44 5.17
H -4.70 3.26 3.77
H -4.08 3.64 7.23
H -4.57 1.99 7.38
H -1.69 2.99 7.46
H -2.61 2.16 8.71
H -2.10 1.29 7.28
H -2.68 0.90 5.26
H -3.75 1.39 3.82
H -4.73 0.04 6.34
H -4.76 -0.58 4.66
H -5.77 0.76 5.15
O 1.60 7.60 -5.49
P 0.35 6.85 -5.27
N -0.52 6.45 -6.66
C -1.87 5.84 -6.51
C -0.25 7.14 -7.89
N -0.79 7.73 -4.34
C -0.97 9.16 -4.64
C -1.88 7.09 -3.64
N 0.63 5.36 -4.52
C 1.23 4.26 -5.29
C 1.18 5.42 -3.15
H -2.67 6.59 -6.56
H -1.92 5.20 -5.64
H -2.11 5.17 -7.36
H -0.34 6.49 -8.77
H 0.78 7.49 -7.85
H -0.89 8.01 -8.07
H -1.72 9.51 -3.94
H -0.03 9.72 -4.56
H -1.30 9.33 -5.67
H -2.30 7.78 -2.90
H -2.80 6.87 -4.20
H -1.56 6.16 -3.17
H 1.14 4.43 -6.37
H 2.33 4.21 -5.20
H 0.79 3.31 -5.00
H 1.10 4.43 -2.69
H 0.56 6.07 -2.53
H 2.22 5.73 -3.14
O 4.14 1.16 -4.59
P 3.57 -0.14 -4.21
N 4.62 -1.10 -3.30
C 4.70 -0.91 -1.84
C 5.83 -1.74 -3.88
N 3.16 -1.09 -5.56
C 2.27 -0.57 -6.61
C 3.02 -2.55 -5.51
N 2.18 -0.06 -3.19
C 1.48 1.22 -2.99
C 1.35 -1.26 -2.83
H 5.30 -1.73 -1.44
H 3.69 -1.04 -1.43
H 5.08 0.09 -1.64
H 5.89 -1.45 -4.93
H 5.74 -2.82 -3.75
H 6.69 -1.35 -3.33
H 2.48 -1.05 -7.57
H 1.22 -0.88 -6.44
H 2.41 0.51 -6.67
H 3.43 -2.91 -4.56
H 1.95 -2.79 -5.55
H 3.52 -3.06 -6.34
H 0.81 1.44 -3.83
H 1.11 1.19 -1.96
H 2.22 2.02 -3.06
H 0.55 -0.89 -2.18
H 1.90 -1.97 -2.22
H 0.98 -1.79 -3.71
O 7.62 0.30 4.19
P 6.74 -0.88 4.15
N 5.22 -0.67 3.45
C 4.23 0.08 4.24
C 5.15 -0.23 2.05
N 6.41 -1.54 5.66
C 6.64 -0.76 6.87
C 5.62 -2.77 5.82
N 7.44 -2.15 3.29
C 8.86 -2.47 3.54
C 6.67 -3.29 2.84
H 4.58 0.24 5.26
H 3.31 -0.51 4.27
H 4.07 1.07 3.79
H 5.61 0.74 1.90
H 4.11 -0.14 1.74
H 5.62 -0.97 1.40
H 5.80 -0.12 7.18
H 6.78 -1.48 7.68
H 7.52 -0.14 6.70
H 6.26 -3.65 5.72
H 5.26 -2.82 6.84
H 4.81 -2.76 5.08
H 9.42 -1.56 3.72
H 8.99 -3.18 4.37
H 9.25 -3.03 2.68
H 5.74 -2.90 2.43
H 6.45 -4.03 3.61
H 7.25 -3.72 2.02
O 0.18 -4.13 -1.29
P 1.13 -5.25 -1.57
N 0.51 -6.81 -1.34
C 1.33 -8.03 -1.43
C -0.87 -7.11 -1.73
N 2.58 -5.27 -0.67
C 3.74 -4.38 -0.86
C 2.52 -5.76 0.75
N 1.67 -5.24 -3.17
C 0.73 -4.90 -4.22
C 2.77 -6.08 -3.64
H 1.01 -8.75 -0.67
H 2.39 -7.80 -1.28
H 1.20 -8.57 -2.38
H -1.07 -7.10 -2.81
H -1.55 -6.36 -1.30
H -1.18 -8.09 -1.36
H 3.58 -3.41 -0.39
H 4.62 -4.92 -0.52
H 3.83 -4.15 -1.92
H 1.70 -5.34 1.35
H 2.46 -6.85 0.80
H 3.47 -5.45 1.21
H 1.28 -4.80 -5.17
H -0.01 -5.68 -4.44
H 0.18 -3.98 -4.00
H 2.38 -7.01 -4.06
H 3.43 -6.31 -2.80
H 3.27 -5.49 -4.41
O -5.01 4.93 -2.47
P -4.28 3.90 -1.67
N -2.92 3.27 -2.45
C -1.70 2.65 -1.90
C -3.03 3.25 -3.91
N -5.20 2.56 -1.32
C -6.62 2.68 -0.99
C -4.65 1.29 -0.78
N -3.76 4.55 -0.19
C -3.76 3.87 1.09
C -2.81 5.67 -0.37
H -1.56 1.60 -2.20
H -1.81 2.52 -0.82
H -0.82 3.27 -2.11
H -2.06 3.30 -4.40
H -3.58 4.14 -4.21
H -3.40 2.32 -4.37
H -7.22 1.89 -1.45
H -6.87 2.70 0.08
H -7.01 3.61 -1.43
H -4.74 1.18 0.30
H -5.22 0.47 -1.21
H -3.58 1.22 -1.00
H -3.49 4.62 1.84
H -4.77 3.51 1.32
H -3.10 2.99 1.17
H -2.74 6.26 0.54
H -3.19 6.29 -1.17
H -1.77 5.37 -0.54
O -0.72 -3.95 2.52
P -0.27 -4.05 3.94
N -0.45 -5.60 4.65
C -1.65 -6.05 5.37
C 0.45 -6.69 4.22
N -0.98 -2.83 4.92
C -1.21 -1.47 4.34
C -1.19 -2.98 6.35
N 1.40 -3.84 4.15
C 1.95 -3.87 5.51
C 2.08 -2.93 3.24
H -2.49 -5.37 5.25
H -1.47 -6.09 6.44
H -1.98 -7.02 5.02
H 1.46 -6.55 4.60
H 0.46 -6.79 3.13
H 0.10 -7.61 4.68
H -1.12 -0.78 5.18
H -0.45 -1.21 3.61
H -2.19 -1.36 3.87
H -0.77 -3.92 6.72
H -0.78 -2.14 6.92
H -2.24 -2.98 6.70
H 1.49 -4.69 6.06
H 3.04 -3.98 5.44
H 1.91 -2.89 6.03
H 1.77 -3.15 2.22
H 3.16 -3.12 3.29
H 1.94 -1.86 3.40
O -3.00 -3.58 0.03
P -4.43 -4.00 0.23
N -5.19 -4.71 -1.10
C -4.77 -6.05 -1.54
C -5.67 -3.88 -2.22
N -5.49 -2.79 0.69
C -4.99 -1.57 1.35
C -6.93 -3.03 0.89
N -4.49 -5.22 1.40
C -3.37 -5.42 2.33
C -5.73 -5.90 1.79
H -5.52 -6.45 -2.22
H -4.60 -6.64 -0.64
H -3.88 -6.07 -2.18
H -6.50 -4.42 -2.68
H -4.93 -3.73 -3.01
H -6.03 -2.92 -1.84
H -4.64 -1.74 2.38
H -4.10 -1.18 0.85
H -5.81 -0.85 1.35
H -7.46 -2.07 0.82
H -7.28 -3.68 0.07
H -7.18 -3.47 1.86
H -3.69 -6.12 3.10
H -2.44 -5.81 1.89
H -3.01 -4.49 2.76
H -6.42 -5.96 0.96
H -6.26 -5.45 2.64
H -5.59 -6.94 2.11
C -0.01 2.52 3.63
C 0.39 3.92 3.20
C 0.15 4.28 1.75
O -0.23 5.69 1.83
C -0.67 5.98 3.12
O -1.14 6.98 3.45
O -0.48 4.89 3.87
H 0.71 1.82 3.21
H -0.99 2.31 3.21
H 0.03 2.55 4.73
H 1.41 4.15 3.51
H -0.67 3.73 1.27
H 1.01 4.22 1.08
```

Results
* DFT total energy: -202123.1160 eV
* Kohn-Sham gap: 7.4 eV
* HOMO energy: -7.6960 eV

Atom charges from the Mulliken analysis, given in e for atoms 1 to 5: -0.36, 0.79, 0.42, -0.38, -0.33


Entry 2:
Density functional theory data (ωB97M-V/def2-TZVPD) for a structure of composition C65H51N3P3RuSSi in a non-equilibrium geometry.

The geometry in XYZ format:
```
125
Properties=species:S:1:pos:R:3
Ru -0.81 0.32 0.04
C 4.34 -2.22 -2.10
C 4.90 -1.28 -1.24
C 4.09 -0.38 -0.57
C 2.71 -0.41 -0.75
C 2.16 -1.37 -1.59
C 2.97 -2.27 -2.27
P 1.54 0.75 0.04
C 2.39 1.05 1.65
C 3.02 0.01 2.32
C 3.59 0.21 3.57
C 3.53 1.46 4.17
C 2.91 2.51 3.50
C 2.35 2.31 2.25
C 1.83 2.36 -0.79
C 3.02 2.70 -1.43
C 3.17 3.96 -1.99
C 2.14 4.89 -1.91
C 0.95 4.54 -1.28
C 0.77 3.28 -0.72
Si -0.91 2.67 0.02
C -2.05 3.29 -1.36
C -2.65 4.55 -1.43
C -3.39 4.93 -2.54
C -3.53 4.05 -3.60
C -2.94 2.80 -3.56
C -2.20 2.42 -2.44
P -1.34 0.80 -2.42
C -2.42 -0.26 -3.46
C -2.00 -0.88 -4.64
C -2.84 -1.76 -5.32
C -4.11 -2.04 -4.84
C -4.56 -1.40 -3.70
C -3.73 -0.51 -3.02
C 0.08 1.13 -3.53
C 0.89 0.06 -3.91
C 2.00 0.25 -4.71
C 2.33 1.54 -5.13
C 1.55 2.61 -4.73
C 0.44 2.42 -3.93
C -0.99 3.38 1.78
C -0.85 4.75 2.00
C -0.65 5.27 3.27
C -0.58 4.41 4.35
C -0.71 3.04 4.16
C -0.93 2.52 2.89
P -1.14 0.71 2.63
C -0.61 -0.13 4.19
C 0.44 -1.04 4.11
C 0.78 -1.83 5.19
C 0.07 -1.72 6.38
C -0.99 -0.82 6.46
C -1.33 -0.04 5.38
C -2.93 0.48 2.97
C -3.39 -0.84 2.95
C -4.71 -1.12 3.24
C -5.58 -0.09 3.56
C -5.12 1.21 3.61
C -3.80 1.50 3.32
H 4.98 -2.92 -2.62
H 5.97 -1.26 -1.09
H 4.54 0.35 0.10
H 1.08 -1.41 -1.69
H 2.53 -3.01 -2.93
H 3.09 -0.97 1.86
H 4.09 -0.61 4.07
H 3.96 1.61 5.15
H 2.87 3.49 3.96
H 1.91 3.14 1.73
H 3.82 1.98 -1.51
H 4.09 4.22 -2.50
H 2.25 5.87 -2.35
H 0.13 5.26 -1.26
H -2.54 5.24 -0.60
H -3.85 5.91 -2.58
H -4.11 4.34 -4.47
H -3.04 2.12 -4.39
H -1.03 -0.67 -5.06
H -2.49 -2.23 -6.23
H -4.74 -2.75 -5.36
H -5.56 -1.58 -3.33
H -4.09 -0.01 -2.13
H 0.63 -0.94 -3.58
H 2.62 -0.59 -5.00
H 3.20 1.69 -5.76
H 1.81 3.61 -5.06
H -0.14 3.27 -3.60
H -0.86 5.43 1.15
H -0.54 6.34 3.41
H -0.41 4.79 5.35
H -0.63 2.37 5.01
H 0.98 -1.13 3.18
H 1.60 -2.54 5.11
H 0.32 -2.34 7.22
H -1.56 -0.74 7.38
H -2.18 0.63 5.45
H -2.70 -1.63 2.69
H -5.06 -2.14 3.20
H -6.62 -0.31 3.78
H -5.80 2.02 3.86
H -3.45 2.53 3.35
S -3.06 0.70 0.08
C -1.68 -3.93 -0.28
C -1.70 -2.54 -0.27
N -0.69 -1.83 0.26
C 0.34 -2.49 0.77
C 0.50 -3.87 0.74
C -0.59 -4.60 0.23
C 1.71 -4.48 1.25
C 2.31 -5.63 0.86
C 2.23 -6.33 -0.40
C 1.84 -5.75 -1.63
C 1.91 -6.54 -2.75
N 2.32 -7.81 -2.73
C 2.69 -8.26 -1.54
N 2.69 -7.59 -0.40
H -2.53 -4.47 -0.68
H -2.53 -1.97 -0.67
H 1.15 -1.88 1.17
H -0.57 -5.68 0.26
H 2.18 -3.95 2.08
H 3.03 -6.05 1.56
H 1.54 -4.72 -1.69
H 1.64 -6.16 -3.73
H 3.05 -9.28 -1.50
```

Results
* <S²>: 0.759
* DFT total energy: -121867.3984 eV
* Kohn-Sham gap (alpha / beta): 5.7 / 5.3 eV
* energy relative to the best compared isomer or geometry (same formula, charge and spin): 1.469 eV
* 2S+1: 2
* HOMO energy (alpha / beta): -6.3589 / -6.0629 eV

Atom charges from the Mulliken analysis, given in e for atoms 1 to 5: -1.12, -1.19, -1.00, -0.12, 0.15


Q: Among the records above, which one has the highest DFT total energy?
A: C65H51N3P3RuSSi


Q: Which of these has the lowest DFT total energy?
A: C65H178N24NaO13P7